Entry 1:
Molecular formula: C8H9F6O10S2Ti
Method: DFT, ωB97M-V/def2-TZVPD

Element x y z (Å)
Ti  0.0181  -0.1872  -1.1881
S  -2.3398  2.1323  -0.2832
S  2.8112  -1.1310  -2.5283
F  5.0186  -1.6894  -1.1681
F  -2.8003  3.8990  1.6907
F  -3.4206  1.8784  2.1441
F  3.4394  -3.1609  -0.9594
F  3.3077  -1.2348  0.0761
F  -1.2655  2.4279  2.1178
O  0.3968  -1.0432  0.9671
O  -3.7086  2.1165  -0.7431
O  2.9964  0.2936  -2.3817
O  0.9763  1.0468  -5.0455
O  -1.4982  3.1944  -0.8310
O  -1.6812  0.8214  -0.2500
O  -0.0310  1.0841  -3.0383
O  3.5644  -1.6363  -3.6680
O  -0.9665  -1.7459  2.6480
O  1.4263  -1.5848  -2.4843
C  0.0764  0.7154  -4.2599
C  0.0040  -0.9192  2.1322
C  -0.9501  -0.3237  -4.7431
C  -1.0813  -1.4989  4.0556
C  3.6988  -1.8393  -1.0537
C  0.4864  0.0714  3.1316
C  -0.4489  -0.1095  4.3168
C  -2.4599  2.6083  1.5448
H  -1.2904  0.5798  4.2747
H  0.0614  -0.1682  5.2768
H  -1.2359  -0.9250  -3.8792
H  -0.5436  -0.9565  -5.5309
H  -2.1016  -1.5903  4.4265
H  0.3381  1.0343  2.6146
H  -1.8255  0.1799  -5.1645
H  -0.5373  -2.3469  4.4938
H  1.5661  0.0076  3.2890

Output
E_HOMO (alpha / beta)	1.61 / -3.06	eV
E_LUMO (alpha / beta)	4.92 / 4.87	eV
spin multiplicity	4
electronic energy	-90009.679	eV
frontier orbital gap (alpha / beta)	3.316 / 7.925	eV
net charge	-2

What are the Mulliken partial charges on each atom? They are as follows, in elementary charge units: atom 1 (Ti): 0.93, atom 2 (S): 1.22, atom 3 (S): 1.30, atom 4 (F): -0.24, atom 5 (F): -0.25, atom 6 (F): -0.24, atom 7 (F): -0.26, atom 8 (F): -0.23, atom 9 (F): -0.24, atom 10 (O): -0.68, atom 11 (O): -0.67, atom 12 (O): -0.64, atom 13 (O): -0.69, atom 14 (O): -0.68, atom 15 (O): -0.49, atom 16 (O): -0.58, atom 17 (O): -0.70, atom 18 (O): -0.31, atom 19 (O): -0.67, atom 20 (C): 0.71, atom 21 (C): 0.13, atom 22 (C): -0.93, atom 23 (C): -0.59, atom 24 (C): 0.56, atom 25 (C): 0.04, atom 26 (C): -0.30, atom 27 (C): 0.52, atom 28 (H): 0.17, atom 29 (H): 0.28, atom 30 (H): 0.18, atom 31 (H): 0.28, atom 32 (H): 0.32, atom 33 (H): -0.13, atom 34 (H): 0.31, atom 35 (H): 0.28, atom 36 (H): 0.29

=====

Entry 2:
Molecular formula: C8H9FIN2O5PS
Method: DFT, ωB97M-V/def2-TZVPD

Element x y z (Å)
I  -0.0959  4.5288  -2.6333
S  -2.4722  0.2989  0.7449
P  -0.5473  -0.8485  2.6340
F  0.3144  -1.5802  -3.9565
O  -0.5279  -3.0816  0.2760
O  -1.9001  -1.6162  2.7684
O  2.6617  -1.1380  -0.1068
O  -1.3839  -2.8112  -2.9293
O  1.8296  3.6143  -0.5388
N  1.6792  0.8996  0.6918
N  0.6510  -2.8184  -1.7533
C  0.0072  -2.2719  -0.5158
C  -0.3702  2.3689  -0.2192
C  0.2669  1.4081  0.8967
C  0.6534  3.3995  -0.8890
C  -0.6111  0.0209  0.9179
C  0.0895  -0.6886  -0.3342
C  -0.1996  -2.4130  -2.9093
C  1.6372  -0.4381  0.0378
H  0.5476  -1.7616  2.7657
H  -1.1907  2.9910  0.3075
H  -2.6993  1.3518  1.6364
H  2.0906  0.7284  1.6238
H  0.3281  1.8886  1.9450
H  -0.5593  0.1661  3.6670
H  -0.0091  -0.1546  -1.3514
H  0.6923  -3.8459  -1.6895
H  -0.8821  1.8027  -1.0868

Output
E_HOMO	-9.55	eV
E_LUMO	-0.20	eV
electronic energy	-52598.310	eV
structure (SMILES)	O=[PH2][C@]1(S)[C@H](C(=O)NC(=O)F)C(=O)N[C@H]1CC(=O)I
frontier orbital gap	9.358	eV
net charge	0

What are the Mulliken partial charges on each atom? They are as follows, in elementary charge units: atom 1 (I): 0.00, atom 2 (S): -0.09, atom 3 (P): 0.46, atom 4 (F): -0.22, atom 5 (O): -0.54, atom 6 (O): -0.60, atom 7 (O): -0.56, atom 8 (O): -0.42, atom 9 (O): -0.45, atom 10 (N): -0.34, atom 11 (N): -0.22, atom 12 (C): -0.06, atom 13 (C): -0.66, atom 14 (C): 0.01, atom 15 (C): 0.12, atom 16 (C): 0.06, atom 17 (C): -0.14, atom 18 (C): 0.56, atom 19 (C): 0.27, atom 20 (H): 0.11, atom 21 (H): 0.42, atom 22 (H): 0.18, atom 23 (H): 0.36, atom 24 (H): 0.49, atom 25 (H): 0.10, atom 26 (H): 0.38, atom 27 (H): 0.39, atom 28 (H): 0.38

=====

Entry 3:
Molecular formula: C8H9N
Method: DFT, ωB97M-V/def2-TZVPD

Element x y z (Å)
N  -0.2951  -1.0317  0.9375
C  0.2221  2.6293  0.5532
C  0.1082  1.3186  0.5188
C  -1.1429  -0.0030  -1.0066
C  -2.4810  -0.2272  -0.7195
C  -0.0108  -0.0384  -0.0739
C  -0.7364  -0.7731  2.1782
C  1.4213  -0.1647  -0.6566
C  2.4981  -0.8163  -0.1558
H  -0.6412  0.1276  -2.1521
H  -2.6504  -0.5290  0.3644
H  0.3531  3.6981  0.7385
H  -0.6570  0.2927  2.2283
H  3.6089  -0.6524  -0.6578
H  -3.1736  -0.7293  -1.5440
H  -0.2713  -1.9672  0.3753
H  2.2035  -1.5386  0.6536
H  1.6447  0.4044  -1.5816

Output
E_HOMO	-8.55	eV
E_LUMO	0.35	eV
electronic energy	-9923.291	eV
frontier orbital gap	8.891	eV
net charge	0

What are the Mulliken partial charges on each atom? They are as follows, in elementary charge units: atom 1 (N): -0.02, atom 2 (C): -0.30, atom 3 (C): -1.05, atom 4 (C): -0.44, atom 5 (C): -0.65, atom 6 (C): 1.96, atom 7 (C): -0.61, atom 8 (C): -0.65, atom 9 (C): -0.66, atom 10 (H): 0.15, atom 11 (H): 0.27, atom 12 (H): 0.42, atom 13 (H): 0.32, atom 14 (H): 0.22, atom 15 (H): 0.26, atom 16 (H): 0.29, atom 17 (H): 0.26, atom 18 (H): 0.23

=====

Entry 4:
Molecular formula: C8H9N
Method: DFT, ωB97M-V/def2-TZVPD

Element x y z (Å)
N  -1.0406  0.5292  -0.0546
C  1.3795  0.8575  -0.4303
C  3.1577  -0.7137  0.1248
C  -2.2816  -1.2707  0.4789
C  -0.9655  -0.7286  0.3361
C  -3.1844  -0.1675  0.0858
C  0.0085  1.3262  -0.3645
C  1.7486  -0.4004  -0.2526
C  -2.3377  0.8927  -0.1708
H  0.0463  2.3314  -0.7645
H  2.2630  1.5366  -0.6341
H  -0.0183  -1.1304  0.6353
H  3.5052  -1.5386  -0.4592
H  -2.5537  -2.3070  0.4980
H  3.1931  -1.0052  1.1286
H  -4.2213  -0.1992  0.2631
H  3.8904  0.0488  0.0435
H  -2.5892  1.9391  -0.4635

Output
E_HOMO (alpha / beta)	-6.98 / -8.18	eV
E_LUMO (alpha / beta)	-0.57 / -0.56	eV
electronic energy	-9926.592	eV
frontier orbital gap (alpha / beta)	6.408 / 7.621	eV
net charge	0

What are the Mulliken partial charges on each atom? They are as follows, in elementary charge units: atom 1 (N): 0.18, atom 2 (C): -0.09, atom 3 (C): -1.07, atom 4 (C): -0.78, atom 5 (C): 0.01, atom 6 (C): -0.54, atom 7 (C): -0.01, atom 8 (C): -0.24, atom 9 (C): -0.34, atom 10 (H): 0.31, atom 11 (H): 0.23, atom 12 (H): 0.26, atom 13 (H): 0.30, atom 14 (H): 0.38, atom 15 (H): 0.30, atom 16 (H): 0.43, atom 17 (H): 0.39, atom 18 (H): 0.28

=====

Entry 5:
Molecular formula: C8H9N2O2
Method: DFT, ωB97M-V/def2-TZVPD

Element x y z (Å)
O  2.4746  -1.5624  -0.4807
O  3.1050  -0.3639  1.2719
N  2.1639  1.6233  0.4100
N  2.4752  -0.5734  0.2264
C  -0.7640  -1.3338  -0.6251
C  0.7213  0.6413  -1.3627
C  -0.4256  -0.0046  -0.5814
C  -1.3173  0.8729  0.1006
C  -1.8247  -1.8491  0.1119
C  -2.6087  -1.0086  0.9028
C  1.7581  0.5894  -0.2668
C  -2.3880  0.3742  0.8541
H  1.0632  -0.0054  -2.1558
H  -1.1286  1.9920  0.1548
H  0.3632  1.7601  -1.5864
H  2.1444  2.5986  0.2569
H  -1.9194  -2.8361  -0.0506
H  2.7086  1.4191  1.1891
H  -3.0923  1.1230  1.2880
H  -3.3386  -1.3435  1.5129
H  -0.1703  -2.1134  -1.1699

Output
E_HOMO	-13.27	eV
E_LUMO	-6.61	eV
electronic energy	-15505.449	eV
structure (SMILES)	[NH2+]=C(Cc1ccccc1)[N+](=O)[O-]
frontier orbital gap	6.658	eV
net charge	+1

What are the Mulliken partial charges on each atom? They are as follows, in elementary charge units: atom 1 (O): -0.43, atom 2 (O): -0.58, atom 3 (N): -0.12, atom 4 (N): 1.00, atom 5 (C): -0.10, atom 6 (C): -0.63, atom 7 (C): 0.56, atom 8 (C): -0.33, atom 9 (C): -0.59, atom 10 (C): -0.59, atom 11 (C): 0.19, atom 12 (C): -0.45, atom 13 (H): 0.38, atom 14 (H): 0.20, atom 15 (H): 0.36, atom 16 (H): 0.25, atom 17 (H): 0.49, atom 18 (H): 0.24, atom 19 (H): 0.35, atom 20 (H): 0.51, atom 21 (H): 0.28

=====

Entry 6:
Molecular formula: C8H9N3
Method: DFT, ωB97M-V/def2-TZVPD

Element x y z (Å)
N  3.0276  1.5822  0.5231
N  2.9544  2.0680  -0.6607
N  3.2005  2.5443  -1.6810
C  -2.2550  -1.9490  0.0063
C  0.6448  1.1905  -0.0855
C  -0.5233  0.1857  0.0111
C  -1.4169  -0.0318  1.0597
C  -1.3321  -1.8409  -1.0595
C  -2.2980  -1.0921  1.0648
C  1.8178  0.6989  0.6861
C  -0.4611  -0.7717  -1.1470
H  -3.2319  -1.1403  1.8253
H  1.7699  0.5489  1.7467
H  0.9982  1.4354  -1.1745
H  -1.4271  0.7460  1.8043
H  -3.2340  -2.6744  0.0673
H  0.4240  2.1882  0.3555
H  -1.1760  -2.6943  -1.7825
H  0.2803  -0.7293  -2.0144
H  2.2381  -0.2643  0.4549

Output
E_HOMO	-9.19	eV
E_LUMO	0.72	eV
electronic energy	-12908.440	eV
frontier orbital gap	9.906	eV
net charge	0

What are the Mulliken partial charges on each atom? They are as follows, in elementary charge units: atom 1 (N): -0.62, atom 2 (N): 0.72, atom 3 (N): -0.39, atom 4 (C): -0.15, atom 5 (C): -0.67, atom 6 (C): 0.30, atom 7 (C): -0.21, atom 8 (C): -0.46, atom 9 (C): -0.38, atom 10 (C): -0.49, atom 11 (C): -0.40, atom 12 (H): 0.20, atom 13 (H): 0.36, atom 14 (H): 0.33, atom 15 (H): 0.38, atom 16 (H): 0.16, atom 17 (H): 0.39, atom 18 (H): 0.28, atom 19 (H): 0.23, atom 20 (H): 0.40

=====

Entry 7:
Molecular formula: C8H9N3O
Method: DFT, ωB97M-V/def2-TZVPD

Element x y z (Å)
O  -1.3151  -0.7077  -2.2360
N  -2.0214  -1.2521  -1.4413
N  -1.2407  -0.7599  0.6892
N  0.7950  -0.1621  -0.0819
C  2.8791  0.3874  -1.2269
C  -0.4519  1.4176  1.1228
C  1.6963  1.9987  0.2366
C  -2.7029  -2.5961  0.5247
C  -1.7430  -1.6069  -0.1960
C  0.6247  2.2615  1.0469
C  1.7604  0.7134  -0.2963
C  -0.3251  0.2063  0.5283
H  0.5562  3.2059  1.6671
H  2.7255  -0.6295  -1.4099
H  -3.6548  -2.0638  0.6261
H  2.6611  1.0485  -2.0260
H  -2.1129  -2.8445  1.4429
H  2.4428  2.6551  0.2588
H  -2.8572  -3.5596  0.0243
H  -1.5254  1.6698  1.5521
H  3.8092  0.6180  -0.8054

Output
E_HOMO (alpha / beta)	-8.73 / -8.54	eV
E_LUMO (alpha / beta)	-1.19 / -1.42	eV
electronic energy	-14955.044	eV
structure (SMILES)	C/C(N=O)=N/c1cccc(C)n1
frontier orbital gap (alpha / beta)	7.535 / 7.124	eV
net charge	0

What are the Mulliken partial charges on each atom? They are as follows, in elementary charge units: atom 1 (O): -0.32, atom 2 (N): 0.02, atom 3 (N): -0.38, atom 4 (N): -0.33, atom 5 (C): -1.39, atom 6 (C): -0.51, atom 7 (C): -0.92, atom 8 (C): -0.91, atom 9 (C): 0.49, atom 10 (C): -0.21, atom 11 (C): 0.82, atom 12 (C): 0.61, atom 13 (H): 0.32, atom 14 (H): 0.39, atom 15 (H): 0.24, atom 16 (H): 0.33, atom 17 (H): 0.31, atom 18 (H): 0.50, atom 19 (H): 0.35, atom 20 (H): 0.25, atom 21 (H): 0.37

=====

Entry 8:
Molecular formula: C8H9N3O2S
Method: DFT, ωB97M-V/def2-TZVPD

Element x y z (Å)
S  -5.1114  -0.9996  -0.0853
O  0.5407  1.6890  0.0610
O  -4.3477  2.0013  -0.0458
N  -3.3226  1.0854  -0.1181
N  -1.2445  -0.2893  0.3024
N  -2.4466  -0.9905  0.0653
C  3.4531  -1.0784  -0.2059
C  2.8583  1.2089  -0.0132
C  -0.2239  -1.0596  0.1751
C  1.1648  -0.6063  0.1197
C  1.5403  0.7681  0.0329
C  -3.5912  -0.2049  -0.0781
C  3.8668  0.2824  -0.0939
C  2.1955  -1.5112  -0.0028
H  0.8447  2.6557  0.1520
H  4.8751  0.5916  -0.0442
H  -0.2731  -2.1677  -0.0526
H  -2.4174  1.4702  0.0564
H  3.0403  2.2568  -0.1734
H  2.0312  -2.6191  -0.0300
H  -5.1293  1.4268  0.1346
H  -2.5359  -2.0423  0.2295
H  4.2328  -1.8673  -0.3856

Output
E_HOMO	-8.19	eV
E_LUMO	-0.09	eV
electronic energy	-27839.470	eV
structure (SMILES)	ONC(=S)N/N=C/c1ccccc1O
frontier orbital gap	8.095	eV
net charge	0

What are the Mulliken partial charges on each atom? They are as follows, in elementary charge units: atom 1 (S): -0.48, atom 2 (O): -0.49, atom 3 (O): -0.38, atom 4 (N): 0.00, atom 5 (N): -0.31, atom 6 (N): -0.13, atom 7 (C): -0.59, atom 8 (C): -0.69, atom 9 (C): -0.13, atom 10 (C): 0.38, atom 11 (C): 1.00, atom 12 (C): 0.25, atom 13 (C): -0.54, atom 14 (C): -0.50, atom 15 (H): 0.35, atom 16 (H): 0.43, atom 17 (H): 0.21, atom 18 (H): 0.27, atom 19 (H): 0.27, atom 20 (H): 0.27, atom 21 (H): 0.27, atom 22 (H): 0.27, atom 23 (H): 0.29

=====

Question: Among the records above, which one has the highest electronic energy?
Answer: number 3

=====

Question: Number 2 is which compound?
Answer: C8H9FIN2O5PS